Formula: C4H11N2O
Source: the Open Molecules 2025 dataset
Level of theory: wB97M-V/def2-TZVPD

Results
LUMO level ... -0.114 Eh
SMILES ... C[C@H]([NH3+])CC(N)=O
Energy relative to the best compared isomer or geometry (same formula, charge and spin) ... 39.4 kcal per mole
Charge ... +1

```
18
C4H11N2O wB97M-V/def2-TZVPD
C -1.80033 -1.94687 -0.06027
C -0.59767 -0.96174 0.28020
C -0.20042 0.00811 -0.81392
C 1.10400 0.78677 -0.45164
N 1.77156 1.45419 -1.37996
O 1.27899 1.02900 0.79574
N -1.06816 -0.21521 1.50426
H -2.04269 -2.60678 0.76387
H -2.73218 -1.36751 -0.40768
H -1.39389 -2.57502 -0.80049
H 0.26809 -1.61034 0.65508
H -1.06011 0.66005 -1.15815
H 0.21660 -0.57927 -1.67440
H 1.22547 1.49080 -2.14967
H 2.51082 2.14379 -1.26415
H -0.73873 -0.40895 2.38406
H -0.41149 0.54803 1.29512
H -2.03110 0.08272 1.39421
```

***

Formula: C4H11N2O
Source: the Open Molecules 2025 dataset
Level of theory: wB97M-V/def2-TZVPD

Results
LUMO level ... -0.175 Eh
Energy relative to the best compared isomer or geometry (same formula, charge and spin) ... 143.8 kcal per mole
Charge ... +1

```
18
C4H11N2O wB97M-V/def2-TZVPD
C 1.00886 -0.37239 -1.70002
C 0.24561 -1.11865 1.58759
C -0.08463 1.20111 1.21280
C -0.47303 0.08137 -1.64046
N -1.26385 0.62748 -2.36256
N -0.56719 -0.11505 0.82916
O -2.27346 1.05668 -2.73199
H 1.19171 -1.48491 -1.57815
H 1.25279 -0.07204 -2.73364
H 1.50016 0.22525 -0.83226
H 1.06974 -1.38182 0.90870
H 0.71286 -0.64568 2.43638
H -0.18079 -2.00729 1.94188
H -0.22785 1.29346 2.26908
H 0.88961 1.25573 0.95773
H -0.61637 1.92464 0.65223
H -1.47202 -0.23215 1.14284
H -0.71216 -0.23576 -0.35931
```

***

Formula: C4H11N2O
Source: the Open Molecules 2025 dataset
Level of theory: wB97M-V/def2-TZVPD

Results
LUMO level ... -0.123 Eh
SMILES ... CC[C@H]([NH3+])C(N)=O
Energy relative to the best compared isomer or geometry (same formula, charge and spin) ... 11.8 kcal per mole
Charge ... +1

```
18
C4H11N2O wB97M-V/def2-TZVPD
O -0.42218 2.11000 -0.02804
C 0.31852 1.19418 0.29700
N 1.62367 1.36008 0.57852
C -0.25515 -0.22249 0.32297
N -1.69190 -0.04705 -0.04260
C -0.01062 -2.66133 -0.42006
C 0.43053 -1.20966 -0.64143
H 2.14342 0.75825 1.19631
H 1.90126 2.32948 0.49140
H -0.20551 -0.61278 1.33883
H -1.87144 0.97627 0.00911
H -2.30268 -0.57162 0.58764
H -1.90373 -0.42928 -0.96748
H -1.03553 -2.77123 -0.07874
H 0.60319 -3.14768 0.34296
H 0.08769 -3.21227 -1.35664
H 1.50259 -1.12245 -0.49359
H 0.16285 -0.86208 -1.64299
```